No. 1
This record from the OMol25 dataset describes an isolated molecule of C7H12N2 in a non-equilibrium geometry. The level of theory is ωB97M-V/def2-TZVPD.

## Properties
Relative energy (zero: lowest compared OMol25 entry of this formula, charge and spin) in eV: 2.0888
LUMO level in Ha: 0.0308
Frontier orbital gap in eV: 8.54
HOMO in eV: -7.702

```
! RIJCOSX wB97M-V def2-TZVPD def2/J DEFGRID3
* xyz 0 1
C -1.3028 -1.3420 -0.8977
C -0.6797 -0.1128 -0.9740
C -0.7770 0.7871 -2.1285
N 0.1472 1.7041 -2.1150
N 0.8786 1.4555 -0.9641
C 0.4810 0.3431 -0.1176
C 1.5874 -0.7125 -0.0649
C 0.0254 0.9057 1.2926
C -0.7164 -0.2967 2.0688
H -2.1232 -1.6876 -1.4949
H -1.0137 -1.9523 -0.0148
H -1.4812 0.6103 -2.9692
H 1.6967 2.0289 -0.7817
H 1.9898 -0.9834 -0.9800
H 1.1951 -1.6987 0.2275
H 2.4437 -0.5815 0.5998
H 0.9927 1.3702 1.7038
H -0.6005 1.7129 1.0829
H -0.0002 -1.1052 2.3247
H -1.4294 -0.5691 1.3209
H -1.3135 0.1240 2.8813
*
```



No. 2
This record from the OMol25 dataset describes a cluster of 11 separate species, C23H61BCl2N22O13P in total in a non-equilibrium geometry. The level of theory is ωB97M-V/def2-TZVPD.

## Properties
LUMO level in Ha: -0.1497
Frontier orbital gap in eV: 5.94
HOMO in eV: -10.010

```
! RIJCOSX wB97M-V def2-TZVPD def2/J DEFGRID3
* xyz 1 1
C -1.2279 2.7135 5.5784
C -0.5640 2.5650 4.3877
C 0.4625 1.4223 4.0949
C 0.0576 0.0500 3.7408
C -1.4547 -0.3212 3.6639
Cl -1.9210 -1.6580 4.8369
C -1.9535 -0.6275 2.1811
C -3.4798 -1.0129 2.1928
Cl -1.7769 0.9836 1.2860
C 1.1354 -0.9508 3.4378
C 0.8482 -2.4126 3.0366
C 0.8363 -2.6206 1.4358
C -0.3921 -3.5685 1.0406
C 2.5389 -0.4807 3.5642
B 3.8387 -1.4202 3.2958
N 4.6554 -2.0202 4.3996
O 4.2500 -1.6563 1.9868
C 2.8434 0.9145 3.9265
N 1.8044 1.8113 4.1590
P 2.2433 3.5031 4.5989
O 3.9108 3.7196 4.5161
O 1.5861 4.5962 3.5011
H -1.6072 1.8018 6.0983
H -1.3941 3.7589 5.9513
H -0.7719 3.2586 3.5265
H -2.0669 0.5663 3.9981
H -1.2931 -1.3401 1.6339
H -3.6233 -2.1245 2.2743
H -3.9375 -0.5245 3.1057
H -4.0157 -0.5741 1.3040
H -0.1224 -2.8222 3.4073
H 1.6473 -3.1179 3.4202
H 0.6223 -1.6180 0.9765
H 1.7669 -3.1089 1.0576
H -0.1549 -4.6568 1.1672
H -1.2777 -3.2900 1.6941
H -0.7309 -3.3303 -0.0122
H 5.0259 -1.2801 5.0122
H 4.1007 -2.6862 4.9461
H 5.1546 -2.0394 2.0013
H 3.9013 1.2465 4.0161
H 4.1633 3.5864 3.5698
H 1.2589 4.1725 2.6818
C -1.7196 -2.2151 -2.5200
O -1.5320 -3.2131 -1.8262
N -2.8638 -1.9982 -3.2020
N -0.7767 -1.2424 -2.6535
H -3.0275 -1.1889 -3.7704
H -3.5878 -2.6919 -3.1282
H 0.0927 -1.3718 -2.1592
H -0.9014 -0.4184 -3.2118
C 2.8895 7.8113 2.2128
O 2.6560 7.2868 1.1304
N 2.6416 7.1758 3.3949
N 3.4101 9.0568 2.3267
H 2.8227 7.5791 4.2952
H 2.2537 6.2456 3.3392
H 3.6092 9.5613 1.4654
H 3.6061 9.4989 3.2051
C 0.4388 -4.7002 -5.5343
O 1.0796 -5.3265 -6.3650
N 0.9108 -3.5689 -4.9333
N -0.7967 -5.0624 -5.1251
H 0.3963 -3.0432 -4.2497
H 1.8272 -3.2546 -5.2008
H -1.1963 -5.8895 -5.5303
H -1.3223 -4.5525 -4.4399
C -5.4779 -0.9172 -5.3415
O -5.0781 -1.8555 -4.6605
N -4.9865 -0.6545 -6.5827
N -6.4398 -0.0647 -4.9145
H -5.2981 0.1069 -7.1565
H -4.2705 -1.2679 -6.9323
H -6.8243 -0.2285 -3.9996
H -6.7805 0.7088 -5.4542
C 3.6794 -3.0873 -2.4385
O 2.7368 -2.4574 -1.9708
N 4.9764 -2.7627 -2.1770
N 3.5114 -4.1584 -3.2547
H 5.7624 -3.2629 -2.5481
H 5.1395 -1.9740 -1.5760
H 2.5620 -4.4275 -3.4691
H 4.2681 -4.6869 -3.6476
C -0.3688 -6.8105 -2.0612
O 0.2086 -6.2553 -2.9791
N -1.1595 -6.1192 -1.2009
N -0.2708 -8.1497 -1.8215
H -1.6530 -6.5303 -0.4308
H -1.2335 -5.1268 -1.3700
H 0.3093 -8.6852 -2.4436
H -0.7405 -8.6180 -1.0696
C -10.0910 -1.7201 -3.4608
O -9.8947 -1.2416 -2.3549
N -11.1648 -1.3819 -4.2262
N -9.2519 -2.6322 -4.0230
H -11.3440 -1.7629 -5.1364
H -11.8069 -0.7102 -3.8433
H -8.4471 -2.9053 -3.4859
H -9.3925 -3.0374 -4.9296
C 4.3139 11.5282 -0.3929
O 4.5632 10.6265 0.3969
N 3.1349 11.6073 -1.0628
N 5.1959 12.5240 -0.6650
H 2.9106 12.3367 -1.7135
H 2.4574 10.8853 -0.8862
H 6.0798 12.4969 -0.1868
H 5.0128 13.2715 -1.3078
C -5.3980 1.9421 -1.6129
O -5.7657 2.0482 -2.7703
N -6.2176 1.4967 -0.6206
N -4.1337 2.2598 -1.2122
H -5.9350 1.4023 0.3368
H -7.1588 1.2519 -0.8780
H -3.5000 2.5921 -1.9177
H -3.8106 2.1793 -0.2648
C 8.7409 -1.4017 3.4516
O 8.3371 -1.2728 2.3058
N 7.9378 -1.8373 4.4608
N 10.0209 -1.1222 3.8147
H 8.2419 -1.9522 5.4098
H 6.9831 -2.0523 4.2219
H 10.6415 -0.7980 3.0932
H 10.3708 -1.2219 4.7492
*
```